Entry 1:
C4H11N2S | ωB97M-V/def2-TZVPD

Element x y z (Å)
N1 0.20376 2.27635 -1.35870
C1 1.24207 1.94687 -0.38470
C2 1.05289 0.55610 0.34106
N2 -0.00783 -0.23624 -0.16491
C3 -0.90624 -0.98284 0.80207
C4 -1.30501 -2.31076 0.20804
S1 -2.83681 -2.88895 1.02535
H1 0.07877 1.47093 -1.96387
H2 -0.68734 2.33867 -0.87987
H3 2.16838 1.87085 -0.95112
H4 1.40229 2.77508 0.30413
H5 1.00855 0.78341 1.40979
H6 2.06147 0.12609 0.26176
H7 0.39612 -1.01273 -0.69387
H8 -1.73463 -0.31188 1.01227
H9 -0.27546 -1.14818 1.67506
H10 -0.42852 -2.97539 0.24193
H11 -1.43245 -2.27738 -0.88440

E_HOMO: -2.43 eV
total charge: -1
E: -666.6972 Ha



Entry 2:
C4H11N2S | ωB97M-V/def2-TZVPD

Element x y z (Å)
C1 0.91891 1.10752 -1.22405
C2 0.81936 0.59572 0.22015
C3 1.65004 -0.65000 0.46684
S1 3.44204 -0.28647 0.49616
N1 -0.60848 0.49072 0.66977
C4 -1.32549 -0.59519 0.04635
N2 -2.68802 -0.69847 0.56743
H1 0.15722 1.87830 -1.37000
H2 1.90432 1.53994 -1.31652
H3 0.65397 0.30745 -1.91099
H4 1.23051 1.41212 0.81760
H5 1.30163 -1.20622 1.34665
H6 1.48462 -1.35340 -0.36352
H7 -0.53141 0.36582 1.66176
H8 -0.83752 -1.55089 0.30168
H9 -1.24115 -0.50234 -1.03570
H10 -3.27383 -1.08615 -0.11247
H11 -3.05672 0.23155 0.73885

E_HOMO: -2.34 eV
total charge: -1
E: -666.7178 Ha



Entry 3:
C4H11N3 | ωB97M-V/def2-TZVPD

Element x y z (Å)
C1 1.67959 1.28460 -0.55943
C2 2.09345 0.40849 0.31653
N1 1.91004 0.54254 1.72959
N2 1.80744 0.98531 -1.96105
H1 1.14095 2.18202 -0.28021
H2 2.54907 -0.49642 -0.06250
H3 2.66769 0.08901 2.20395
H4 1.06347 0.07922 2.01739
H5 2.01445 1.80021 -2.46921
H6 0.95783 0.61922 -2.32159
C3 -1.94278 -0.04191 0.49938
C4 -2.66745 -2.09565 -0.13518
N3 -2.71028 -1.16770 0.80002
H7 -2.47387 0.85793 0.80818
H8 -1.69194 0.04113 -0.61843
H9 -1.01830 -0.08450 1.11221
H10 -3.20239 -3.03163 0.00979
H11 -2.17696 -1.97189 -1.08943

spin multiplicity: 2
E_HOMO (spin up / spin down): 1.04 / -4.05 eV
total charge: -1
E: -323.1522 Ha
<S²>: 0.753



Entry 4:
C4H11N3 | ωB97M-V/def2-TZVPD

Element x y z (Å)
N1 -1.63499 1.48174 -1.62434
C1 -1.26499 0.48849 -0.68336
C2 -0.12560 -0.26365 -0.69139
N2 0.71568 -0.38949 -1.91002
C3 0.26673 -1.28476 0.29611
C4 0.08756 -0.58750 1.59624
N3 1.10699 0.48343 2.09162
H1 -0.89322 1.94564 -2.11092
H2 -2.15835 2.33396 -1.22161
H3 -2.11048 0.16896 -0.07416
H4 0.43947 0.19695 -2.72353
H5 1.75458 -0.31090 -1.76171
H6 -0.31709 -2.12202 0.02507
H7 1.31432 -1.56891 0.28779
H8 -0.92032 -0.20527 1.78164
H9 0.34695 -1.21760 2.60956
H10 1.64468 0.81053 1.38156
H11 1.74809 0.04041 2.73145

E_HOMO: -7.43 eV
E: -323.1876 Ha